#A
Computed, not measured: a 10-piece molecular cluster, FH18O9 overall, with ωB97M-V/def2-TZVPD.

```
! wB97M-V def2-TZVPD RIJCOSX def2/J DEFGRID3
* xyz -1 1
F -0.25 0.24 -0.14
O -0.74 -0.30 2.32
H -1.65 -0.27 2.59
H -0.77 -0.07 1.39
O -1.39 -2.85 1.07
H -1.03 -2.06 1.57
H -2.30 -2.53 0.89
O -2.27 -0.29 -1.60
H -1.43 0.00 -1.21
H -2.15 -1.17 -2.02
O 1.99 -0.52 1.38
H 2.06 -1.45 1.41
H 1.09 -0.37 1.07
O 0.37 1.38 -2.71
H 0.29 2.29 -2.80
H 0.09 1.24 -1.82
O 2.92 -0.02 -1.19
H 2.51 -0.03 -0.31
H 3.05 0.90 -1.44
O 1.44 2.20 0.28
H 0.78 1.48 0.15
H 1.89 2.05 1.09
O 0.51 -2.20 -0.84
H 0.52 -1.21 -0.80
H -0.10 -2.45 -0.19
O -2.00 2.06 0.93
H -1.52 1.24 0.70
H -1.91 2.73 0.24
*
```

Properties
orbital gap = 10.22 eV
HOMO level = -0.257 Ha

These are the Mulliken partial charges, in e, on atoms 1 to 2: atom 1 (F): -0.40, atom 2 (O): -0.70

***

#B
Computed, not measured: a 10-piece molecular cluster, FH18O9 overall, with ωB97M-V/def2-TZVPD.

```
! wB97M-V def2-TZVPD RIJCOSX def2/J DEFGRID3
* xyz -1 1
F 0.10 -0.12 0.07
O 3.60 -0.93 -0.72
H 4.22 -1.29 -0.06
H 3.05 -0.25 -0.31
O -1.90 -1.67 0.09
H -2.48 -1.35 -0.60
H -1.14 -1.04 0.06
O 0.88 -1.60 2.00
H 0.54 -1.01 1.31
H 0.21 -2.25 2.17
O -2.60 -0.19 2.35
H -3.23 0.49 2.26
H -2.36 -0.54 1.51
O 0.70 -1.94 -1.84
H 0.42 -1.21 -1.27
H 1.36 -1.55 -2.41
O -1.20 2.39 0.82
H -0.77 1.54 0.72
H -1.71 2.45 1.63
O -2.39 1.12 -1.25
H -1.49 0.95 -1.59
H -2.21 1.63 -0.46
O 0.32 1.09 -2.17
H 1.16 1.53 -2.17
H 0.29 0.70 -1.29
O 2.41 0.90 0.65
H 1.53 0.54 0.39
H 2.69 1.62 0.11
*
```

Properties
orbital gap = 10.15 eV
HOMO level = -0.258 Ha

These are the Mulliken partial charges, in e, on atoms 1 to 2: atom 1 (F): -0.39, atom 2 (O): -0.68

***

It is #B that is most stable; the runner-up trails by 12.0 kJ/mol.